# C20H36N2O4

A cluster of 3 separate species, C20H36N2O4 in total (ωB97M-V/def2-TZVPD, the OMol25 dataset).

Summary:
HOMO in eV: -9.782
Relative energy (zero: lowest compared OMol25 entry of this formula, charge and spin) in kcal per mole: 98.7
Structure (SMILES): CCCNC1=C(N=C=O)C(=O)OC1=O.CCCCCC.CCCCCC
HOMO-LUMO gap in eV: 8.71

Each line ends with the Löwdin charge.
Atoms and positions in Å:
C1 -5.82709 1.03229 -5.80463  -0.2727
H1 -5.34151 2.98707 -6.58253  0.0694
H2 -4.28442 1.06695 -3.37471  0.1026
C2 4.22111 0.73953 4.49297  -0.2654
H3 -2.98270 -2.49222 -5.38284  0.0714
C3 -3.83913 -2.03489 -4.88075  -0.1088
H4 2.10676 -0.27845 -2.31422  0.1323
H5 -6.03999 3.01850 -4.95933  0.0754
N1 1.67790 -0.96649 -1.69235  -0.0010
H6 -4.07970 -2.64261 -4.00463  0.0676
H7 5.70010 2.33910 4.51408  0.0648
H8 -6.37558 -0.72583 -4.70079  0.1013
H9 1.70084 1.88610 7.97178  0.0743
H10 4.62667 1.89580 7.04973  0.0980
O1 2.51538 -0.48003 1.92400  0.0777
H11 2.16865 3.24716 5.82039  0.1089
H12 4.56873 0.28092 5.42352  0.1051
H13 -2.14548 -2.67278 -0.35297  0.0780
H14 5.04244 1.97353 2.90846  0.0747
C4 2.68902 1.43108 7.86639  -0.1155
H15 -0.05664 -0.64831 -2.85058  0.1247
C5 3.63675 2.35623 7.11382  -0.2737
C6 -1.92399 -2.54355 -1.45999  -0.1079
H16 3.96182 -0.08189 3.82557  0.0626
H17 -3.23560 -0.02502 -5.36360  0.1010
H18 -5.15461 0.51433 -6.49433  0.0982
C7 2.15266 -0.86701 -0.33336  -0.0943
O2 2.68827 -4.74694 -0.80482  0.2130
H19 2.17047 0.90852 5.10352  0.1043
H20 -4.85171 -0.48447 -2.80187  0.1078
C8 2.96355 1.57241 4.74350  -0.2244
C9 -5.36255 2.47126 -5.61967  -0.1144
C10 0.19417 -0.98412 -1.79328  -0.2111
H21 -6.80984 1.04383 -6.28657  0.1045
N2 3.80452 -2.61278 -0.88826  0.1877
H22 -4.35589 2.51948 -5.19834  0.0651
O3 4.46104 -1.77981 2.19515  0.1790
H23 6.20996 0.88134 3.66419  0.0711
H24 -2.37394 -3.41376 -2.01502  0.0692
C11 -0.32894 -2.48137 -1.67402  -0.2184
H25 -4.68448 -2.07376 -5.57083  0.0668
C12 -5.94462 0.25832 -4.49132  -0.2289
H26 -0.32595 -0.28939 -1.06178  0.1214
H27 -2.35958 -1.56392 -1.81066  0.0533
H28 3.81839 3.47689 5.29132  0.1003
H29 3.76328 3.27359 7.69787  0.1032
H30 -2.61967 -0.62125 -3.83634  0.0762
H31 2.57465 0.47082 7.35861  0.0653
H32 -0.12790 -3.07778 -2.61985  0.1111
C13 3.54138 -1.35862 1.56526  -0.3361
C14 3.13641 -3.67460 -0.81928  -0.2706
O4 0.88140 0.88484 0.97914  0.1822
H33 0.19860 -2.98232 -0.80724  0.0958
C15 5.35606 1.53489 3.85991  -0.1035
H34 3.07550 1.22981 8.86841  0.0682
H35 2.60776 1.97326 3.78767  0.1055
C16 -4.63816 0.08705 -3.71232  -0.2286
C17 1.68500 0.01608 0.87697  -0.3068
H36 -6.66615 0.76849 -3.84299  0.1100
C18 -3.50789 -0.60375 -4.47615  -0.2723
C19 3.21001 -1.66977 0.05881  -0.0657
C20 3.13444 2.73806 5.72118  -0.2290

---

# C19H39BrCuN3Sb

A structure of composition C19H39BrCuN3Sb (ωB97M-V/def2-TZVPD, the OMol25 dataset).

Summary:
HOMO (spin up / spin down) in eV: -15.004 / -14.923
Spin multiplicity: 2
Charge: +2
HOMO-LUMO gap (spin up / spin down) in eV: 9.50 / 5.92

Each line ends with the Löwdin charge.
Atoms and positions in Å:
H1 -3.54166 -3.51053 -1.74450  0.0718
C1 -2.41736 -1.41992 0.52490  -0.5333
H2 -0.78556 1.02207 -3.82090  0.0711
H3 0.76584 3.90798 2.31430  0.0896
C2 3.45944 3.27138 0.25030  -0.0323
C3 -3.90556 -1.19152 0.37260  -0.1179
Sb1 -1.28606 -1.13322 -1.38850  1.5974
N1 1.97134 -0.92212 1.15680  -0.0736
C4 1.45564 -1.04232 2.38080  -0.0670
H4 3.68544 3.30048 -0.81370  0.0842
H5 -2.54086 1.63798 -0.59190  0.0680
H6 -2.53986 -2.93012 2.04230  0.0944
C5 -3.20896 -3.10512 -2.69730  -0.1248
H7 -3.40016 0.16217 -2.48420  0.0874
H8 2.41284 4.50808 2.46160  0.0996
C6 3.28514 -1.10542 1.00160  -0.6965
H9 -3.02146 2.51278 -2.04880  0.1000
H10 0.92034 -0.59492 5.02880  0.0940
H11 -4.13676 -0.19082 0.01580  0.0695
H12 0.78394 2.19067 -1.83490  0.1058
C7 1.80364 3.69908 2.06790  -0.0283
H13 -2.00146 -0.65642 1.18920  0.0717
H14 -3.73936 -2.17642 -2.90090  0.0699
H15 -1.15026 -4.95012 -3.00700  0.0993
C8 -2.30296 1.79978 -1.64490  -0.1387
H16 0.39334 -0.86632 2.46130  0.1240
H17 -4.37066 -1.29822 1.35310  0.0982
H18 0.96954 -2.34382 4.90790  0.1001
H19 3.73804 2.30068 0.65540  0.0757
H20 -1.01816 -2.94992 1.15220  0.0635
C9 4.12774 -1.43292 2.04820  -0.0523
H21 -3.48906 -3.81482 -3.47420  0.1035
H22 2.09734 2.77208 2.55420  0.0816
H23 4.08824 4.02218 0.72260  0.1059
H24 -2.49826 -3.57552 0.41380  0.0660
H25 -1.85196 -0.27002 -4.40230  0.0703
H26 0.44824 4.96238 -0.06530  0.0883
N2 1.31884 1.76758 -1.06490  -0.0085
H27 2.32304 -1.48682 5.63390  0.0927
H28 5.18134 -1.57732 1.87410  0.1219
H29 0.12684 -3.98613 -2.27730  0.0769
Cu1 1.01894 -0.13902 -0.41450  0.3219
C10 1.99524 3.57218 0.55570  -0.6197
H30 1.79244 4.81978 -1.21760  0.0842
H31 -4.36936 -1.91962 -0.28630  0.0727
Br1 3.95914 -0.80722 -0.75040  0.8541
N3 1.15084 2.42138 0.18670  -0.0496
H32 0.17134 2.64418 0.33840  0.1242
C11 1.52794 4.84198 -0.16270  -0.0227
C12 3.58014 -1.55082 3.31500  0.0357
C13 2.21174 -1.34722 3.50640  -0.2218
H33 4.21594 -1.78502 4.15640  0.1378
H34 -2.40806 1.39258 -4.39810  0.0971
C14 -0.94996 -4.15222 -2.28920  -0.1329
H35 1.99584 5.71408 0.28690  0.0988
H36 -1.36566 -2.59633 -3.70150  0.0867
C15 1.57684 -1.44222 4.84750  -0.0214
C16 -2.09326 -2.80072 1.05840  -0.1449
H37 -1.26446 -4.50823 -1.31010  0.0694
C17 -2.36746 0.51117 -2.44160  -0.5375
C18 -1.70976 -2.91932 -2.71700  -0.4942
C19 -1.81556 0.66578 -3.84440  -0.1344
H38 2.31324 1.82608 -1.31020  0.0823
H39 -1.31586 2.25248 -1.73000  0.0450

---

# C35H75IN2O5Si3

A structure of composition C35H75IN2O5Si3 (ωB97M-V/def2-TZVPD, the OMol25 dataset).

Summary:
HOMO in eV: -8.514
HOMO-LUMO gap in eV: 8.70

Each line ends with the Löwdin charge.
Atoms and positions in Å:
N1 5.26929 5.37095 2.68938  0.0378
C1 -1.90990 -0.15063 -4.49964  -0.2159
O1 -8.96972 -1.41242 1.99593  -0.2110
H1 5.25835 -3.34218 -3.34920  0.0883
H2 -8.59121 -3.38096 2.60301  0.0920
C2 -11.67228 -2.66118 3.21401  -0.0764
C3 0.81203 -1.64618 -4.84084  -0.2783
H3 -11.47343 -3.67659 2.85517  0.0780
H4 7.06924 3.29142 2.33707  0.0686
H5 7.00413 5.18705 5.67478  0.0728
H6 7.42497 6.69315 6.48649  0.0881
H7 5.00996 4.38896 -1.73000  0.1067
H8 5.73853 -1.13768 1.49764  0.0960
H9 5.16139 3.49271 0.47504  0.0930
C4 3.54580 -4.58722 -2.33967  -0.2147
C5 -11.45778 -1.63698 2.10268  -0.4317
H10 -2.03645 -0.30784 -5.67365  0.1178
H11 -5.50078 0.49266 -1.77007  0.0965
H12 -6.24959 -1.08340 0.81538  0.0581
H13 3.20346 -5.05196 -3.36528  0.1122
H14 -2.70468 2.52431 0.26570  0.0470
H15 3.47645 1.42309 -5.10011  -0.0315
C6 7.33166 6.67110 3.21090  -0.1970
Si1 3.62807 1.17031 -3.64459  0.1679
C7 -0.22430 -2.19488 -3.69620  -0.2240
H16 -11.47293 0.39502 1.92059  0.0718
C8 6.72943 5.42247 2.52619  -0.4326
H17 0.23632 -5.66851 -0.30126  0.0877
C9 7.33012 4.10867 3.01928  -0.0682
C10 0.29025 -5.84700 -1.47013  -0.1310
C11 -3.36137 0.51291 -4.00954  -0.2136
H18 -2.43846 -2.44841 -4.29907  0.1181
H19 -6.61097 0.77659 1.11547  0.0573
O2 1.06087 -4.73129 -2.04051  -0.3066
H20 5.76697 1.92646 -0.41680  0.1175
H21 4.93187 -2.92810 -1.52604  0.0734
H22 3.94925 2.71072 2.47514  0.1199
C12 -2.60600 -0.53825 1.05335  -0.2071
C13 -5.81198 -0.08498 1.30113  -0.2392
H23 2.28790 -3.46141 -0.66996  0.1112
H24 -12.71041 -2.63057 3.56429  0.0770
C14 0.09289 -2.29175 1.99930  -0.0739
H25 -0.29597 -3.37647 -3.85175  0.1146
C15 -8.45246 -2.34657 2.93115  -0.1076
C16 4.84260 2.63770 -0.28025  -0.1883
N2 -11.52373 -0.28613 2.67899  0.0330
H26 5.07075 5.47597 3.68808  0.0759
H27 0.71838 -6.91220 -1.69531  0.1038
C17 -3.34979 0.99540 -2.43188  -0.2527
H28 2.42385 -5.33025 -0.46078  0.1272
C18 7.50616 6.14616 5.54195  -0.1081
H29 2.39765 1.64997 2.32680  0.1273
H30 4.55869 -1.33939 0.00828  0.0493
H31 2.59219 -0.53647 1.30635  0.1092
H32 -4.58603 3.07479 0.46857  0.0488
H33 0.16569 -2.05405 -2.58244  0.0942
H34 -0.48106 -3.62822 0.03463  0.0517
H35 -2.01325 0.83671 3.02069  0.0826
Si2 -4.16958 0.45954 0.41828  0.5236
H36 6.96474 3.82291 4.00950  0.0674
H37 2.90370 -1.97508 -5.69859  0.1001
H38 4.68309 -2.71303 1.42244  0.0752
H39 -11.03868 -2.47678 4.08593  0.0641
H40 0.83602 -0.48308 -4.96738  0.0526
O3 6.84870 6.90341 4.53737  -0.1948
H41 -10.20073 -1.24254 0.40098  0.1200
H42 -5.63993 -0.21641 2.46977  0.0541
H43 8.42780 6.65175 3.19328  0.1173
H44 -1.00471 0.57000 -4.32616  0.0466
C19 -10.14684 -1.85127 1.31142  -0.1973
C20 4.68413 -1.57480 1.14821  -0.0888
H45 0.41592 -2.07512 -5.88226  0.1212
H46 4.86470 6.21090 2.27403  0.0774
H47 -10.65488 -0.13409 3.19846  0.0711
C21 -1.75697 -1.62798 -3.80801  -0.2024
C22 2.29798 -4.46457 -1.27217  -0.2094
H48 4.30482 -5.37916 -1.86752  0.1135
C23 3.53800 1.72838 1.98556  -0.1921
H49 8.56683 5.99624 5.31971  0.0900
H50 5.25548 3.23041 -3.94676  0.0903
C24 -0.79761 -2.70778 0.68448  -0.0492
H51 -2.15209 -1.51235 -2.68840  0.0781
H52 -4.27433 -0.21526 -4.23143  0.1196
C25 2.34812 -2.29259 -4.69289  -0.2610
H53 -0.82466 -5.72342 -1.86986  0.1130
O4 4.19826 0.50356 2.46314  -0.2270
H54 3.14506 -1.42448 2.87449  0.1186
H55 -4.30737 -1.01074 -1.77493  0.0672
H56 -12.28930 -1.74981 1.39634  0.1339
C26 -2.13206 -1.87302 0.21362  -0.0515
H57 7.02950 7.55100 2.63053  0.1202
H58 2.59271 2.62786 0.09281  0.0952
C27 4.40137 -3.20726 -2.55865  -0.2876
H59 -10.04036 -2.89132 0.98100  0.1167
O5 4.42796 -0.37330 -3.41320  -0.4332
C28 3.52434 -0.71737 1.99482  -0.2528
H60 0.21493 -0.70197 3.82010  0.0790
H61 6.95272 5.49624 1.45484  0.1323
H62 8.42279 4.16869 3.06196  0.0800
H63 -8.91222 -2.19040 3.90778  0.0741
Si3 3.29174 -1.68784 -3.12623  0.4603
C29 3.51495 1.91991 0.35824  -0.2145
H64 -3.55341 1.47141 -4.66496  0.1022
C30 -4.41024 0.11978 -1.47960  -0.2899
H65 1.03281 -2.95399 2.24332  0.0804
I1 1.39873 1.38887 -2.60264  0.6244
H66 -7.37952 -2.15935 3.03934  0.0743
C31 4.91324 2.52980 -3.04504  -0.3216
C32 -1.72613 -0.11858 2.37125  -0.0625
H67 -2.78115 -2.18354 -0.71076  0.0643
H68 -2.27589 1.06429 -1.95950  0.0985
H69 3.32647 0.92454 -0.25190  0.0668
C33 -3.73963 2.33792 0.79957  -0.2244
H70 5.90778 1.96088 -2.71463  0.0900
C34 4.40478 3.35978 -1.72408  -0.2868
H71 -3.78167 2.10116 -2.42610  0.1076
H72 -3.51024 2.36927 1.96740  0.0415
C35 -0.40049 -0.98246 2.86456  -0.0665
H73 3.26783 3.66957 -1.74734  0.0658
H74 2.21475 -3.47066 -4.73652  0.0909
H75 2.39741 -1.44176 -1.96547  -0.0290

---

# C5H13NO

A cluster of 2 separate species, C5H13NO in total (ωB97M-V/def2-TZVPD, the OMol25 dataset).

Summary:
HOMO in eV: -7.881
Relative energy (zero: lowest compared OMol25 entry of this formula, charge and spin) in kcal per mole: 72.0
Structure (SMILES): CCC/C=C/N.O
HOMO-LUMO gap in eV: 8.42

Each line ends with the Löwdin charge.
Atoms and positions in Å:
H1 2.58935 0.81778 1.21219  0.0363
H2 -0.12063 0.55193 -0.50346  0.0928
H3 -1.69017 1.16846 1.29091  0.1133
C1 -2.38073 1.77247 -0.87104  -0.1195
H4 -1.67116 1.41192 -1.75440  0.1070
H5 -3.32690 0.89102 0.91957  0.1119
H6 -3.36535 1.90928 -1.27454  0.0524
H7 -1.90428 2.66183 -0.64628  0.0256
H8 2.46261 -1.85660 0.24153  0.1162
H9 -2.45688 -1.11812 -0.47790  0.0588
H10 2.34893 -0.36422 -0.49218  0.0630
C2 -1.75963 -0.70641 0.15594  -0.2237
C3 -2.29956 0.80623 0.35914  -0.2644
H11 4.04498 0.25883 1.49555  0.0745
C4 -0.36103 -0.50752 -0.33349  -0.1609
O1 3.51562 0.88473 0.92451  -0.0867
N1 1.92508 -1.31038 -0.53327  -0.0048
C5 0.60720 -1.46790 -0.21290  -0.2630
H12 0.44169 -2.27022 0.62951  0.1458
H13 -1.79024 -1.34832 1.11039  0.1256

---

# C35H38CdN7P2S2

A structure of composition C35H38CdN7P2S2 (ωB97M-V/def2-TZVPD, the OMol25 dataset).

Summary:
HOMO in eV: -9.963
Relative energy (zero: lowest compared OMol25 entry of this formula, charge and spin) in kcal per mole: 71.9
Charge: +1
HOMO-LUMO gap in eV: 7.40

Each line ends with the Löwdin charge.
Atoms and positions in Å:
C1 2.09923 -0.40656 -5.70116  -0.0760
C2 -4.05414 -2.42828 -0.00145  -0.0976
C3 1.22774 -0.05799 -3.07930  -0.3605
H1 4.91243 -3.24360 -2.13602  0.1146
C4 2.62341 0.61830 -4.92492  -0.0726
C5 1.24257 2.57834 -0.06477  -0.5638
H2 0.02203 -1.80123 -3.42290  0.0818
H3 3.36326 1.28943 -5.34137  0.1084
C6 0.57203 1.99038 -1.26934  -0.4324
H4 2.22904 0.44028 5.83895  0.1145
C7 0.04264 4.10781 1.35427  -0.6039
C8 1.03264 4.08863 0.16008  -0.2573
H5 -0.59317 2.30217 -2.99329  0.1116
C9 -3.94376 0.69333 -1.31211  -0.0894
C10 -5.07605 2.57311 -0.33364  -0.0683
C11 0.50570 4.84138 -1.03111  -0.0495
H6 -2.54451 -5.04760 -2.39763  0.1100
N1 -1.25711 4.42883 1.05990  0.1311
H7 -0.12178 4.66688 3.30369  0.1027
C12 -0.03947 4.21255 -2.07096  -0.0695
H8 4.30983 -1.86710 3.77322  0.0705
Cd1 0.40545 -1.08537 1.22235  1.0690
N2 3.32833 -1.79382 1.58389  -0.0257
C13 0.11524 0.80085 5.90546  -0.0415
C14 -2.96731 -4.31189 -1.72600  -0.0675
H9 0.15018 1.33788 6.84425  0.1161
H10 -5.71830 -3.76422 0.16979  0.1092
C15 -3.33365 1.45449 0.88984  -0.1189
P1 -1.86548 -0.72094 -0.11363  0.8733
H11 4.47428 -5.68961 -1.91014  0.0753
H12 3.18364 -3.53654 -1.96686  0.0671
H13 0.76250 -2.08379 -5.75581  0.1079
H14 2.60239 1.59472 -3.02018  0.1057
H15 -1.27724 -2.99307 -1.86419  0.0717
C16 -1.07744 -0.09705 4.06008  -0.1641
C17 3.03624 -2.42381 0.45046  -0.8272
H16 4.99022 -2.46576 0.11313  0.1394
H17 -5.83030 3.34658 -0.39471  0.1107
H18 -0.43004 4.77422 -2.91073  0.1102
H19 -1.42893 -0.07354 -2.32121  0.0649
H20 1.95523 4.56096 0.49967  0.1447
N3 4.10599 -2.69380 -0.31758  -0.0195
C18 -1.09324 0.60387 5.25207  -0.0507
N4 2.30474 -1.28579 2.27220  -0.1251
C19 1.27644 0.29424 5.35026  -0.0027
H21 -5.50976 1.78294 -2.28207  0.1117
P2 0.69029 0.15573 -1.34635  0.8731
H22 3.62162 -5.40133 -0.38407  0.0664
H23 -1.92295 4.37257 1.81361  0.1025
H24 -2.71141 1.35770 1.77141  0.0681
S1 0.35621 1.95774 1.42728  0.6917
H25 5.36558 -5.10883 -0.49583  0.0739
C20 4.14038 -3.60174 -1.45448  -0.2794
H26 -4.47778 -1.68909 0.66950  0.1057
C21 -4.75126 -3.59102 -0.28397  -0.0709
H27 3.47815 -1.47863 5.29493  0.0846
C22 -4.30335 2.44555 0.81019  -0.0883
C23 1.16346 -1.27391 -5.16014  -0.0738
S2 1.46950 -2.96962 -0.06975  0.4736
C24 0.73720 -1.11009 -3.84958  -0.0975
C25 4.41945 -5.04226 -1.03460  -0.0835
C26 -4.21084 -4.53060 -1.15177  -0.0703
N5 0.03373 -0.58469 3.51964  -0.0110
C27 2.42276 -0.95408 3.50757  -0.2848
C28 3.68984 -1.13470 4.28306  -0.0233
C29 -0.07406 2.75330 -2.15340  -0.0873
H28 -2.02211 0.97486 5.66119  0.1091
C30 -2.26110 -3.15310 -1.43992  -0.0987
H29 -4.46960 3.11663 1.64472  0.1057
C31 2.19460 0.79021 -3.61938  -0.0948
N6 -0.92885 -0.39407 -1.49882  -0.4216
H30 2.42672 -0.53429 -6.72455  0.1080
N7 0.51042 4.68338 2.51791  0.1091
H31 -4.75757 -5.43746 -1.37372  0.1093
C32 1.21213 -0.39749 4.14183  -0.2503
H32 -3.83050 -0.01409 -2.12652  0.1130
H33 -1.60917 4.09328 0.17719  0.0978
H34 0.55172 5.92195 -0.98145  0.1197
H35 -1.99590 -0.29245 3.51558  0.1010
H36 4.25161 -0.19931 4.34288  0.0945
H37 1.44807 4.41942 2.77323  0.1001
C33 -3.14931 0.57662 -0.17168  -0.3689
C34 -4.89431 1.69626 -1.39615  -0.0631
H38 2.28581 2.26508 -0.00568  0.1032
C35 -2.81089 -2.19825 -0.59041  -0.3809

---

Across the entries above, M takes the values 368.5; 574.8; 815.2; 103.2; 795.2 g/mol, respectively.